This record from the OMol25 dataset describes 17 unconnected molecules or ions with the total composition C85H162N6O35S2 in a non-equilibrium geometry. The level of theory is the ωB97M-V functional and the def2-TZVPD basis.

- M (g mol⁻¹) = 1892.37
- E_HOMO (hartree) = -0.2840
- net charge = 0
- E_tot (eV) = -193032.1619

Last columns: bonded neighbours and bond lengths (Å).
Geometry (Å):
1 C -15.97190 4.73400 -31.56022  C2 1.543, H12 1.090, H13 1.090, H14 1.090
2 C -16.56231 3.63723 -32.47048  C1 1.543, C3 1.523, N7 1.502, C11 1.578
3 C -18.00515 3.30348 -32.11440  C2 1.523, C4 1.543, H15 1.090, H16 1.090
4 C -19.07640 4.35138 -32.48155  C3 1.543, C5 1.557, H17 1.090, H18 1.090
5 C -19.02555 4.61244 -34.01545  C4 1.557, C6 1.642, H19 1.090, H20 1.090
6 C -17.51471 4.79380 -34.63342  C5 1.642, N7 1.471, C9 1.444, C10 1.522
7 N -16.57086 3.89668 -33.95011  C2 1.502, C6 1.471, O8 1.352
8 O -15.32675 4.00954 -34.46633  N7 1.352, H30 0.960
9 C -17.58940 4.56550 -36.05722  C6 1.444, H21 1.090, H22 1.090, H23 1.090
10 C -17.16389 6.24123 -34.31921  C6 1.522, H24 1.090, H25 1.090, H26 1.090
11 C -15.68427 2.36319 -32.16316  C2 1.578, H27 1.090, H28 1.090, H29 1.090
12 H -14.98948 5.00928 -31.94387  C1 1.090
13 H -15.84195 4.38269 -30.53661  C1 1.090
14 H -16.54730 5.64675 -31.40565  C1 1.090
15 H -18.45445 2.41254 -32.55308  C3 1.090
16 H -18.07509 3.12314 -31.04170  C3 1.090
17 H -19.00890 5.31211 -31.97112  C4 1.090
18 H -19.99424 3.81808 -32.23403  C4 1.090
19 H -19.66467 5.47671 -34.19618  C5 1.090
20 H -19.50941 3.69131 -34.34025  C5 1.090
21 H -16.67928 4.45251 -36.64630  C9 1.090
22 H -18.00699 3.57577 -36.24202  C9 1.090
23 H -18.29832 5.23350 -36.54642  C9 1.090
24 H -17.99369 6.84175 -34.69193  C10 1.090
25 H -17.10216 6.49929 -33.26201  C10 1.090
26 H -16.25239 6.59568 -34.80047  C10 1.090
27 H -15.99471 1.45156 -32.67371  C11 1.090
28 H -15.67162 2.12268 -31.10011  C11 1.090
29 H -14.65547 2.50919 -32.49233  C11 1.090
30 H -15.30530 3.25779 -35.06299  O8 0.960
31 C -20.44699 -3.97475 -35.26817  C32 1.540, H42 1.090, H43 1.090, H44 1.090
32 C -20.53104 -2.74665 -36.19407  C31 1.540, C33 1.544, N37 1.480, C41 1.627
33 C -22.01171 -2.58625 -36.60056  C32 1.544, C34 1.566, H45 1.090, H46 1.090
34 C -22.36194 -1.33454 -37.47351  C33 1.566, C35 1.508, H47 1.090, H48 1.090
35 C -21.91406 -0.11842 -36.70319  C34 1.508, C36 1.539, H49 1.090, H50 1.090
36 C -20.46386 -0.15370 -36.18782  C35 1.539, N37 1.482, C39 1.543, C40 1.532
37 N -20.14045 -1.46218 -35.57183  C32 1.480, C36 1.482, O38 1.403
38 O -18.83764 -1.57117 -35.06201  N37 1.403, H60 0.960
39 C -19.52016 0.21398 -37.35151  C36 1.543, H51 1.090, H52 1.090, H53 1.090
40 C -20.38040 0.94211 -35.11976  C36 1.532, H54 1.090, H55 1.090, H56 1.090
41 C -19.71942 -3.18953 -37.53316  C32 1.627, H57 1.090, H58 1.090, H59 1.090
42 H -20.65183 -3.60584 -34.26316  C31 1.090
43 H -19.40725 -4.30006 -35.30294  C31 1.090
44 H -21.05814 -4.85693 -35.45885  C31 1.090
45 H -22.43188 -3.43032 -37.14746  C33 1.090
46 H -22.59319 -2.38939 -35.69988  C33 1.090
47 H -23.42948 -1.26591 -37.68264  C34 1.090
48 H -21.87431 -1.36088 -38.44800  C34 1.090
49 H -22.61852 -0.05062 -35.87418  C35 1.090
50 H -21.95411 0.79884 -37.29065  C35 1.090
51 H -20.02566 0.06824 -38.30616  C39 1.090
52 H -19.16528 1.23944 -37.24869  C39 1.090
53 H -18.62461 -0.39071 -37.49446  C39 1.090
54 H -19.53275 0.95235 -34.43456  C40 1.090
55 H -20.47261 1.95820 -35.50339  C40 1.090
56 H -21.21718 0.78404 -34.43937  C40 1.090
57 H -18.63742 -3.13105 -37.41503  C41 1.090
58 H -19.91867 -2.45856 -38.31680  C41 1.090
59 H -19.90422 -4.19794 -37.90338  C41 1.090
60 H -18.92940 -1.48289 -34.11049  O38 0.960
61 C -22.35760 -0.35704 -43.21193  C62 1.582, H72 1.090, H73 1.090, H74 1.090
62 C -23.14319 -1.33644 -42.24874  C61 1.582, C63 1.550, N67 1.531, C71 1.520
63 C -24.48764 -1.75022 -42.89912  C62 1.550, C64 1.535, H75 1.090, H76 1.090
64 C -24.29227 -2.81013 -43.99165  C63 1.535, C65 1.515, H77 1.090, H78 1.090
65 C -23.56639 -4.06153 -43.54140  C64 1.515, C66 1.537, H79 1.090, H80 1.090
66 C -22.20389 -3.69143 -42.93308  C65 1.537, N67 1.528, C69 1.525, C70 1.552
67 N -22.38014 -2.60874 -41.86909  C62 1.531, C66 1.528, O68 1.380
68 O -21.16446 -2.39125 -41.25393  N67 1.380, H90 0.960
69 C -21.83428 -5.03202 -42.30697  C66 1.525, H81 1.090, H82 1.090, H83 1.090
70 C -21.16185 -3.40901 -44.04825  C66 1.552, H84 1.090, H85 1.090, H86 1.090
71 C -23.41830 -0.59656 -40.94975  C62 1.520, H87 1.090, H88 1.090, H89 1.090
72 H -21.73984 0.25097 -42.55103  C61 1.090
73 H -22.95671 0.31877 -43.82223  C61 1.090
74 H -21.74083 -0.97577 -43.86376  C61 1.090
75 H -25.19440 -2.09461 -42.14414  C63 1.090
76 H -24.84427 -0.83952 -43.38031  C63 1.090
77 H -23.75612 -2.32535 -44.80752  C64 1.090
78 H -25.30395 -3.05276 -44.31679  C64 1.090
79 H -23.45671 -4.62712 -44.46670  C65 1.090
80 H -24.19942 -4.66758 -42.89329  C65 1.090
81 H -22.37563 -5.16144 -41.36980  C69 1.090
82 H -21.93885 -5.94756 -42.88916  C69 1.090
83 H -20.80700 -4.94723 -41.95253  C69 1.090
84 H -20.25182 -2.97009 -43.63925  C70 1.090
85 H -20.72360 -4.31011 -44.47725  C70 1.090
86 H -21.56690 -2.95556 -44.95291  C70 1.090
87 H -24.20924 0.14376 -41.06988  C71 1.090
88 H -22.48914 -0.39267 -40.41759  C71 1.090
89 H -23.93916 -1.36871 -40.38354  C71 1.090
90 H -21.45292 -2.62351 -40.36824  O68 0.960
91 C -27.16122 -2.94982 -39.60747  C92 1.508, H102 1.090, H103 1.090, H104 1.090
92 C -27.06682 -4.45309 -39.67656  C91 1.508, C93 1.558, N97 1.499, C101 1.588
93 C -25.62227 -4.90294 -39.30535  C92 1.558, C94 1.581, H105 1.090, H106 1.090
94 C -25.48508 -5.06946 -37.73948  C93 1.581, C95 1.549, H107 1.090, H108 1.090
95 C -26.65049 -5.88376 -37.12398  C94 1.549, C96 1.483, H109 1.090, H110 1.090
96 C -27.99955 -5.37246 -37.46756  C95 1.483, N97 1.417, C99 1.549, C100 1.509
97 N -28.08115 -5.20982 -38.87247  C92 1.499, C96 1.417, O98 1.355
98 O -29.32950 -4.87100 -39.27457  N97 1.355, H120 0.960
99 C -28.97473 -6.43534 -36.90330  C96 1.549, H111 1.090, H112 1.090, H113 1.090
100 C -28.29861 -4.10255 -36.70940  C96 1.509, H114 1.090, H115 1.090, H116 1.090
101 C -27.15493 -4.81403 -41.22080  C92 1.588, H117 1.090, H118 1.090, H119 1.090
102 H -26.28968 -2.49766 -40.08083  C91 1.090
103 H -27.28526 -2.44873 -38.64747  C91 1.090
104 H -28.07010 -2.64444 -40.12589  C91 1.090
105 H -25.34092 -5.81156 -39.83767  C93 1.090
106 H -24.97756 -4.04501 -39.49613  C93 1.090
107 H -25.48947 -4.04214 -37.37519  C94 1.090
108 H -24.51991 -5.51430 -37.49727  C94 1.090
109 H -26.49761 -5.96994 -36.04820  C95 1.090
110 H -26.53634 -6.90396 -37.49039  C95 1.090
111 H -28.94263 -6.53228 -35.81810  C99 1.090
112 H -29.99200 -6.22782 -37.23528  C99 1.090
113 H -28.79421 -7.39790 -37.38184  C99 1.090
114 H -27.48383 -3.39334 -36.85517  C100 1.090
115 H -29.19616 -3.61950 -37.09565  C100 1.090
116 H -28.47650 -4.16850 -35.63605  C100 1.090
117 H -26.45488 -4.17050 -41.75361  C101 1.090
118 H -28.14363 -4.60749 -41.63057  C101 1.090
119 H -26.90208 -5.86778 -41.33831  C101 1.090
120 H -29.60081 -5.58942 -39.85064  O98 0.960
121 C -12.35830 1.76534 -34.92169  C122 1.494, H132 1.090, H133 1.090, H134 1.090
122 C -12.16025 1.71801 -36.40125  C121 1.494, C123 1.538, N127 1.495, C131 1.511
123 C -11.68018 0.32112 -36.83151  C122 1.538, C124 1.560, H135 1.090, H136 1.090
124 C -12.71087 -0.84940 -36.80039  C123 1.560, C125 1.532, H137 1.090, H138 1.090
125 C -14.03922 -0.42737 -37.43514  C124 1.532, C126 1.564, H139 1.090, H140 1.090
126 C -14.59650 0.99888 -37.11695  C125 1.564, N127 1.478, C129 1.513, C130 1.546
127 N -13.46577 1.95046 -37.09065  C122 1.495, C126 1.478, O128 1.372
128 O -13.83137 3.27034 -37.01699  N127 1.372, H150 0.960
129 C -15.46211 1.43655 -38.27860  C126 1.513, H141 1.090, H142 1.090, H143 1.090
130 C -15.44338 0.91793 -35.82590  C126 1.546, H144 1.090, H145 1.090, H146 1.090
131 C -11.13074 2.73560 -36.83597  C122 1.511, H147 1.090, H148 1.090, H149 1.090
132 H -12.83062 0.89645 -34.46336  C121 1.090
133 H -12.83229 2.70328 -34.63240  C121 1.090
134 H -11.41077 1.76574 -34.38289  C121 1.090
135 H -11.43891 0.37052 -37.89333  C123 1.090
136 H -10.85444 0.04862 -36.17425  C123 1.090
137 H -12.90929 -1.09231 -35.75649  C124 1.090
138 H -12.28880 -1.78992 -37.15446  C124 1.090
139 H -14.83336 -1.12393 -37.16633  C125 1.090
140 H -13.92732 -0.65838 -38.49449  C125 1.090
141 H -15.99453 2.31013 -37.90244  C129 1.090
142 H -14.94813 1.60442 -39.22503  C129 1.090
143 H -16.22672 0.71665 -38.57057  C129 1.090
144 H -15.71321 1.97164 -35.75536  C130 1.090
145 H -16.31356 0.26982 -35.92995  C130 1.090
146 H -14.95718 0.74567 -34.86566  C130 1.090
147 H -11.28094 3.69416 -36.33928  C131 1.090
148 H -11.20394 2.82369 -37.91993  C131 1.090
149 H -10.09336 2.41211 -36.75047  C131 1.090
150 H -14.00535 3.45621 -37.94262  O128 0.960
151 C -21.85496 -3.48659 -28.90098  C152 1.552, H162 1.090, H163 1.090, H164 1.090
152 C -20.76843 -2.39412 -28.71575  C151 1.552, C153 1.565, N157 1.528, C161 1.587
153 C -19.64708 -3.03745 -27.83369  C152 1.565, C154 1.610, H165 1.090, H166 1.090
154 C -18.22081 -2.29468 -27.91240  C153 1.610, C155 1.468, H167 1.090, H168 1.090
155 C -17.86184 -2.05104 -29.31463  C154 1.468, C156 1.562, H169 1.090, H170 1.090
156 C -18.92176 -1.34162 -30.21673  C155 1.562, N157 1.461, C159 1.557, C160 1.578
157 N -20.23780 -1.96128 -30.08198  C152 1.528, C156 1.461, O158 1.354
158 O -21.09477 -1.67105 -31.08919  N157 1.354, H180 0.960
159 C -18.99344 0.19501 -29.97446  C156 1.557, H171 1.090, H172 1.090, H173 1.090
160 C -18.33414 -1.69462 -31.63809  C156 1.578, H174 1.090, H175 1.090, H176 1.090
161 C -21.31030 -1.08336 -28.00274  C152 1.587, H177 1.090, H178 1.090, H179 1.090
162 H -22.18991 -3.90071 -27.94996  C151 1.090
163 H -21.60529 -4.36037 -29.50288  C151 1.090
164 H -22.78873 -3.13205 -29.33741  C151 1.090
165 H -19.98985 -3.06587 -26.79938  C153 1.090
166 H -19.53517 -4.08414 -28.11656  C153 1.090
167 H -17.43530 -2.80365 -27.35382  C154 1.090
168 H -18.37662 -1.34692 -27.39707  C154 1.090
169 H -17.54551 -3.00175 -29.74381  C155 1.090
170 H -16.98366 -1.40537 -29.31186  C155 1.090
171 H -19.93353 0.58727 -30.36235  C159 1.090
172 H -18.84078 0.52603 -28.94722  C159 1.090
173 H -18.22094 0.57381 -30.64369  C159 1.090
174 H -18.14426 -2.75768 -31.78624  C160 1.090
175 H -19.05120 -1.50526 -32.43689  C160 1.090
176 H -17.41504 -1.15454 -31.86543  C160 1.090
177 H -21.90354 -0.46431 -28.67575  C161 1.090
178 H -20.55581 -0.43881 -27.55176  C161 1.090
179 H -21.89113 -1.39528 -27.13471  C161 1.090
180 H -21.42134 -0.78540 -30.91431  O158 0.960
181 C -23.73820 -7.76245 -34.52087  S182 1.838, H185 1.090, H186 1.090, H187 1.090
182 S -23.41825 -6.25796 -33.51417  C181 1.838, O183 1.539, C184 1.831
183 O -23.69781 -5.06178 -34.44096  S182 1.539
184 C -24.83768 -6.45381 -32.37366  S182 1.831, H188 1.090, H189 1.090, H190 1.090
185 H -24.55886 -7.68967 -35.23454  C181 1.090
186 H -23.84454 -8.63828 -33.88077  C181 1.090
187 H -22.84911 -8.06975 -35.07148  C181 1.090
188 H -25.74543 -6.76173 -32.89258  C184 1.090
189 H -25.01843 -5.45988 -31.96434  C184 1.090
190 H -24.72023 -7.15363 -31.54627  C184 1.090
191 C -19.04329 3.23356 -42.06689  S192 1.831, H195 1.090, H196 1.090, H197 1.090
192 S -19.09877 4.13553 -40.47406  C191 1.831, O193 1.538, C194 1.831
193 O -20.23017 5.09277 -40.88670  S192 1.538
194 C -20.02602 2.90097 -39.48897  S192 1.831, H198 1.090, H199 1.090, H200 1.090
195 H -18.90270 3.96473 -42.86296  C191 1.090
196 H -20.00927 2.74947 -42.21052  C191 1.090
197 H -18.29748 2.44374 -42.15660  C191 1.090
198 H -19.63146 1.88761 -39.56340  C194 1.090
199 H -21.06618 2.95919 -39.80957  C194 1.090
200 H -19.98754 3.17950 -38.43586  C194 1.090
201 C -15.29411 -5.08687 -35.36645  C202 1.489, O206 1.408, H207 1.090, H208 1.090
202 C -15.96772 -4.06713 -34.51581  C201 1.489, O203 1.450, H209 1.090, H210 1.090
203 O -16.35358 -4.82768 -33.34294  C202 1.450, C204 1.325
204 C -15.82124 -6.04039 -33.38061  O203 1.325, O205 1.196, O206 1.304
205 O -15.80992 -6.85085 -32.50102  C204 1.196
206 O -15.04513 -6.10552 -34.42684  C201 1.408, C204 1.304
207 H -14.32800 -4.70189 -35.69280  C201 1.090
208 H -15.90813 -5.46133 -36.18551  C201 1.090
209 H -16.88692 -3.70188 -34.97381  C202 1.090
210 H -15.27225 -3.27045 -34.25174  C202 1.090
211 C -23.22215 3.78863 -32.56163  C212 1.526, O216 1.418, H217 1.090, H218 1.090
212 C -23.90337 2.87291 -33.57410  C211 1.526, O213 1.435, H219 1.090, H220 1.090
213 O -23.91762 1.64752 -32.82791  C212 1.435, C214 1.396
214 C -22.97613 1.70843 -31.79923  O213 1.396, O215 1.229, O216 1.341
215 O -22.63738 0.76782 -31.08368  C214 1.229
216 O -22.41280 2.92505 -31.78077  C211 1.418, C214 1.341
217 H -23.96644 4.35120 -31.99803  C211 1.090
218 H -22.60156 4.44487 -33.17180  C211 1.090
219 H -23.48329 2.81265 -34.57810  C212 1.090
220 H -24.94180 3.14365 -33.76502  C212 1.090
221 C -26.98221 0.48779 -41.94041  C222 1.589, O226 1.424, H227 1.090, H228 1.090
222 C -27.55183 -0.73309 -42.78304  C221 1.589, O223 1.400, H229 1.090, H230 1.090
223 O -28.89545 -0.41831 -43.01677  C222 1.400, C224 1.396
224 C -29.11652 0.89346 -42.59203  O223 1.396, O225 1.185, O226 1.360
225 O -30.15532 1.44554 -42.73228  C224 1.185
226 O -28.03251 1.44832 -41.98754  C221 1.424, C224 1.360
227 H -26.02382 0.89807 -42.25861  C221 1.090
228 H -26.83865 0.18402 -40.90347  C221 1.090
229 H -27.54933 -1.68619 -42.25417  C222 1.090
230 H -26.94065 -0.83695 -43.67957  C222 1.090
231 C -18.62453 -5.85631 -30.52579  C232 1.543, O236 1.411, H237 1.090, H238 1.090
232 C -19.85091 -5.54157 -31.40858  C231 1.543, O233 1.374, H239 1.090, H240 1.090
233 O -20.82230 -6.46209 -31.09925  C232 1.374, C234 1.410
234 C -20.11843 -7.58776 -30.62540  O233 1.410, O235 1.215, O236 1.370
235 O -20.52569 -8.72821 -30.71948  C234 1.215
236 O -18.84283 -7.22809 -30.27652  C231 1.411, C234 1.370
237 H -18.49557 -5.22121 -29.64936  C231 1.090
238 H -17.72536 -5.64662 -31.10511  C231 1.090
239 H -19.61235 -5.68374 -32.46261  C232 1.090
240 H -20.30303 -4.55116 -31.35608  C232 1.090
241 C -18.10912 -3.02032 -41.16862  C242 1.518, O246 1.341, H247 1.090, H248 1.090
242 C -17.25876 -3.78647 -42.16577  C241 1.518, O243 1.381, H249 1.090, H250 1.090
243 O -16.20998 -4.19931 -41.36815  C242 1.381, C244 1.361
244 C -16.11122 -3.43066 -40.24967  O243 1.361, O245 1.251, O246 1.350
245 O -15.16662 -3.43636 -39.42956  C244 1.251
246 O -17.18657 -2.61487 -40.28411  C241 1.341, C244 1.350
247 H -18.76037 -3.70676 -40.62753  C241 1.090
248 H -18.60760 -2.09475 -41.45663  C241 1.090
249 H -17.01181 -3.19578 -43.04793  C242 1.090
250 H -17.66730 -4.71487 -42.56486  C242 1.090
251 C -26.96257 2.52410 -38.78277  C252 1.509, O256 1.414, H257 1.090, H258 1.090
252 C -26.89118 1.12996 -38.21065  C251 1.509, O253 1.410, H259 1.090, H260 1.090
253 O -25.50472 0.88291 -38.14676  C252 1.410, C254 1.391
254 C -24.74157 1.89617 -38.71852  O253 1.391, O255 1.229, O256 1.425
255 O -23.51634 1.99245 -38.73632  C254 1.229
256 O -25.66369 2.85206 -39.23443  C251 1.414, C254 1.425
257 H -27.20660 3.38152 -38.15557  C251 1.090
258 H -27.55586 2.53333 -39.69711  C251 1.090
259 H -27.46399 0.47857 -38.87070  C252 1.090
260 H -27.32702 1.12227 -37.21160  C252 1.090
261 C -20.16492 -7.61603 -37.84403  C262 1.476, O266 1.428, H267 1.090, H268 1.090
262 C -19.76070 -8.04571 -39.19677  C261 1.476, O263 1.453, H269 1.090, H270 1.090
263 O -18.90824 -6.92274 -39.54865  C262 1.453, C264 1.347
264 C -18.37329 -6.38919 -38.43350  O263 1.347, O265 1.232, O266 1.358
265 O -17.50184 -5.52213 -38.34618  C264 1.232
266 O -19.02706 -6.90181 -37.35987  C261 1.428, C264 1.358
267 H -20.39264 -8.45837 -37.19080  C261 1.090
268 H -21.13837 -7.12744 -37.88609  C261 1.090
269 H -20.49840 -8.09797 -39.99749  C262 1.090
270 H -19.24413 -9.00296 -39.12651  C262 1.090
271 C -23.54183 6.56495 -36.79321  C272 1.589, O276 1.446, H277 1.090, H278 1.090
272 C -23.62713 5.05956 -37.29477  C271 1.589, O273 1.381, H279 1.090, H280 1.090
273 O -24.98842 4.82758 -37.31121  C272 1.381, C274 1.366
274 C -25.58811 5.66313 -36.41260  O273 1.366, O275 1.226, O276 1.345
275 O -26.75258 5.52156 -36.05457  C274 1.226
276 O -24.74169 6.61787 -35.98851  C271 1.446, C274 1.345
277 H -23.53169 7.21917 -37.66499  C271 1.090
278 H -22.69099 6.60857 -36.11331  C271 1.090
279 H -23.28106 4.28189 -36.61391  C272 1.090
280 H -23.14128 4.91994 -38.26045  C272 1.090
281 C -24.76652 -2.21013 -33.90700  C282 1.554, O286 1.399, H287 1.090, H288 1.090
282 C -23.70535 -2.16726 -32.77283  C281 1.554, O283 1.384, H289 1.090, H290 1.090
283 O -24.34111 -1.41466 -31.80148  C282 1.384, C284 1.350
284 C -25.66045 -1.27847 -32.05461  O283 1.350, O285 1.217, O286 1.326
285 O -26.41715 -0.59594 -31.38890  C284 1.217
286 O -25.92916 -1.81419 -33.23708  C281 1.399, C284 1.326
287 H -24.88069 -3.18772 -34.37538  C281 1.090
288 H -24.57140 -1.45060 -34.66406  C281 1.090
289 H -22.80048 -1.73050 -33.19540  C282 1.090
290 H -23.35755 -3.10617 -32.34202  C282 1.090